The following is a quantum chemistry calculation of the ion C5H11N2 with charge +1 at a distorted geometry, from the OMol25 dataset.

ORCA input file:
```
! wB97M-V def2-TZVPD RIJCOSX def2/J DEFGRID3
* xyz 1 1
C 0.220 -2.264 0.268
N -0.083 -1.121 -0.192
C 0.897 -0.054 -0.496
C 2.145 -0.180 0.020
C 0.235 1.293 -0.571
C -0.872 1.559 0.448
N -1.946 0.520 0.281
H 1.220 -2.666 0.395
H -0.454 -2.801 0.931
H -1.088 -0.610 -0.063
H 2.690 0.754 -0.066
H 2.618 -1.125 0.215
H 1.000 2.061 -0.487
H -0.222 1.287 -1.585
H -0.502 1.553 1.480
H -1.252 2.571 0.279
H -2.434 0.490 1.173
H -2.626 0.890 -0.380
*
```

Results
Total energy: -306.31499 Eh
Highest occupied orbital energy: -13.993 eV
Lowest unoccupied orbital energy: -0.1746 Eh
SMILES: C=[NH+]C(=C)CCN